C29H60Br2MoNOP2Si5Te | ωB97M-V/def2-TZVPD

The geometry in XYZ format:
```
102
Properties=species:S:1:pos:R:3:forces:R:3:lowdin_charge:R:1
Mo 0.28107 0.11170 0.10057 -0.671 0.412 -0.874 0.916
C 1.68404 3.86300 0.50726 0.015 0.088 0.074 -0.307
P 0.41235 2.73157 -0.14473 0.096 -0.541 0.176 0.643
C 0.51550 3.00680 -1.94450 -0.029 0.098 -0.019 -0.261
C -1.12016 3.62678 0.30336 -0.025 0.024 0.056 -0.400
C -2.28157 2.93651 -0.39160 -0.032 -0.026 -0.021 -0.388
P -2.11437 1.14437 -0.07629 0.629 -0.054 0.239 0.822
C -3.16322 0.40078 -1.35388 -0.042 0.033 0.003 -0.218
C -2.96972 0.95721 1.50423 -0.138 -0.014 -0.010 -0.238
H 1.30098 4.88276 0.43765 0.010 0.009 -0.003 0.060
H 2.60258 3.78208 -0.06736 -0.029 0.009 -0.022 0.003
H 1.90983 3.62720 1.54739 -0.036 0.070 -0.180 0.001
H 0.20078 4.01964 -2.20340 0.043 0.019 -0.009 0.062
H -0.09600 2.29052 -2.49428 -0.017 0.003 0.032 0.039
H 1.55303 2.86042 -2.23864 0.040 -0.018 -0.054 0.027
H -1.02137 4.67423 0.01405 -0.031 0.016 -0.007 0.093
H -1.22615 3.59234 1.39130 0.011 -0.004 -0.007 0.081
H -2.24295 3.11276 -1.46797 -0.004 -0.009 -0.008 0.080
H -3.25360 3.28244 -0.03569 0.003 0.024 0.001 0.100
H -4.20292 0.68419 -1.18223 0.003 0.014 0.001 0.062
H -3.07554 -0.68062 -1.33073 -0.025 -0.018 -0.003 0.034
H -2.85941 0.77785 -2.33101 0.032 -0.054 -0.013 0.051
H -4.05102 1.00090 1.36377 -0.012 0.007 0.005 0.064
H -2.66395 1.77298 2.15661 0.019 -0.009 0.024 0.033
H -2.70374 0.01329 1.96822 -0.006 0.025 -0.003 -0.017
C 2.74184 -1.82920 -2.31510 -0.080 0.121 -0.006 -0.077
C 2.04356 -2.62581 -1.26690 -0.123 -0.122 -0.094 -0.306
C 2.42062 -3.97896 -1.09844 0.041 -0.003 -0.136 -0.019
C 1.71972 -4.81464 -0.28697 -0.022 -0.083 -0.015 -0.001
C 0.53237 -4.34131 0.30280 -0.072 0.063 0.048 -0.174
C -0.40978 -5.12318 1.02369 0.115 0.016 -0.054 -0.614
Br -0.02755 -6.92563 1.42664 0.007 0.004 -0.003 0.823
C -1.60218 -4.59256 1.40643 -0.127 0.030 0.055 -0.150
C -1.91920 -3.25195 1.09724 -0.090 -0.030 0.056 -0.578
Br -3.63580 -2.60277 1.51355 -0.031 -0.061 0.024 0.856
C -1.01349 -2.44392 0.47098 0.038 0.014 -0.176 -0.397
O -1.23968 -1.18063 0.09696 0.161 0.044 0.069 -0.427
C 0.23003 -2.98820 0.08994 0.126 -0.018 0.069 -0.154
N 1.02637 -2.11026 -0.59352 0.118 -0.236 0.229 0.082
H 3.17521 -2.50453 -3.05000 -0.006 0.015 -0.057 0.096
H 3.53727 -1.21448 -1.90556 0.069 -0.021 0.086 -0.031
H 2.03943 -1.16006 -2.80990 0.028 0.028 0.001 0.088
H 3.28509 -4.33632 -1.64119 -0.137 0.016 -0.006 0.104
H 2.02312 -5.84331 -0.14545 -0.004 0.001 0.001 0.098
H -2.32868 -5.19717 1.93064 0.003 0.008 -0.002 0.103
C 1.34910 -0.38257 5.03307 0.045 -0.025 0.008 -0.171
Si 0.44936 0.70060 3.79776 -0.103 0.007 -0.093 0.417
C -1.26728 1.01319 4.49681 -0.020 0.052 0.021 -0.182
C 1.31675 2.35473 3.67025 0.043 0.001 0.040 -0.179
C 0.39238 -0.27922 2.19130 0.252 -0.046 0.358 -0.403
H 1.34341 0.07740 6.02421 0.005 -0.007 0.000 0.038
H 2.38936 -0.54908 4.74821 -0.022 -0.015 0.019 0.007
H 0.86987 -1.36143 5.11797 -0.021 0.024 -0.003 0.040
H -1.19257 1.12072 5.58168 -0.003 0.015 -0.004 0.037
H -1.95529 0.18832 4.30024 0.008 -0.007 0.018 0.028
H -1.72023 1.93250 4.12056 -0.012 -0.007 -0.009 0.016
H 1.45884 2.76887 4.67150 0.025 0.017 -0.008 0.046
H 0.72436 3.07720 3.10287 -0.022 -0.050 0.056 0.010
H 2.29848 2.26107 3.19806 -0.010 0.021 0.024 0.002
H -0.45333 -0.96190 2.35582 -0.011 0.010 -0.010 0.009
H 1.29031 -0.91553 2.24044 -0.098 -0.104 0.049 -0.015
C 4.27721 -3.06299 1.46122 0.010 -0.094 0.110 -0.203
Si 5.63187 -2.36815 0.37024 0.031 0.064 0.026 0.366
C 5.77032 -3.27462 -1.27802 0.044 -0.095 0.031 -0.198
C 7.28619 -2.56752 1.22825 0.023 -0.052 -0.004 -0.213
Si 5.26186 -0.05041 0.15759 0.007 -0.249 -0.055 0.181
Te 2.87209 0.82252 0.02273 -0.205 0.257 -0.095 0.687
Si 6.15084 0.92347 -1.79308 -0.026 -0.070 0.035 0.320
C 7.95341 0.42559 -1.88298 0.041 -0.013 -0.034 -0.208
C 5.98026 2.78437 -1.73924 0.013 0.038 -0.009 -0.210
C 5.21613 0.28036 -3.28651 0.042 0.070 -0.060 -0.217
Si 5.81377 1.05030 2.15540 0.102 0.078 -0.008 0.310
C 4.75429 0.29685 3.49830 0.031 -0.022 0.058 -0.220
C 7.63472 0.83757 2.54777 0.025 0.105 -0.013 -0.201
C 5.43363 2.88026 2.01263 -0.014 0.024 0.027 -0.207
H 4.24220 -4.15433 1.39945 -0.008 0.028 0.020 0.040
H 3.29680 -2.67158 1.19265 -0.070 0.011 0.026 0.003
H 4.46600 -2.79563 2.50351 -0.003 0.021 -0.013 0.028
H 5.25952 -4.24001 -1.23469 0.148 0.040 0.036 0.021
H 6.82333 -3.47887 -1.48416 -0.003 0.041 -0.014 0.039
H 5.37254 -2.72167 -2.12375 -0.052 0.037 -0.091 -0.003
H 7.57210 -3.62339 1.22202 -0.003 0.013 0.005 0.042
H 7.24288 -2.24270 2.26685 0.017 0.026 0.047 0.018
H 8.07891 -2.00863 0.72504 -0.016 -0.004 0.018 0.034
H 8.50808 0.75968 -1.00348 -0.004 -0.008 -0.007 0.025
H 8.42419 0.87450 -2.76157 0.010 -0.016 0.009 0.038
H 8.06457 -0.65866 -1.96345 0.003 0.020 0.010 0.027
H 6.57384 3.22544 -0.93739 -0.012 0.004 -0.018 0.020
H 4.93689 3.07289 -1.59567 0.003 0.030 0.023 0.012
H 6.32320 3.21371 -2.68455 -0.006 -0.003 0.011 0.040
H 5.40095 -0.78085 -3.45494 -0.012 -0.045 -0.007 0.023
H 5.53065 0.81541 -4.18617 0.016 0.011 0.012 0.042
H 4.14145 0.43130 -3.16520 0.031 0.050 -0.063 0.007
H 5.03089 -0.74186 3.69514 -0.012 0.023 -0.003 0.029
H 3.70516 0.31843 3.19772 -0.014 -0.012 0.018 -0.016
H 4.85556 0.85489 4.43308 -0.027 -0.012 -0.002 0.050
H 7.86245 -0.15948 2.91868 0.018 -0.061 0.001 0.016
H 7.91690 1.55384 3.32441 0.008 -0.020 0.000 0.038
H 8.27077 1.02855 1.68078 -0.007 0.009 0.008 0.025
H 4.37386 3.05768 1.81869 0.023 -0.002 0.010 -0.010
H 6.00579 3.36026 1.21714 -0.001 -0.015 0.036 0.017
H 5.69545 3.36850 2.95583 -0.022 0.018 -0.016 0.042
```
Positions in Å, forces in eV/Å.

Output
M ... 1024.53 g/mol
Total charge ... +1
LUMO (alpha / beta) ... -0.126 / -0.126 Ha
Gap between HOMO and LUMO (alpha / beta) ... 6.597 / 6.593 eV